{"formula": "H26O13", "method": "ωB97M-V/def2-TZVPD", "species": ["H", "H", "H", "H", "H", "H", "O", "H", "H", "O", "H", "H", "H", "H", "H", "H", "H", "O", "H", "H", "O", "H", "O", "H", "O", "O", "H", "H", "H", "O", "H", "H", "O", "O", "O", "O", "O", "H", "H"], "xyz": [[-2.0229, -2.9287, -2.5939], [-0.5020, 0.5719, -0.2384], [1.3526, 1.9547, 1.7654], [0.1245, -0.3212, 3.1671], [-3.1179, 1.7662, 0.5005], [-2.1671, 0.7987, -2.0177], [-2.4560, 1.4229, -1.3306], [-1.5542, -1.7227, -1.7679], [1.4214, -0.1765, 2.3524], [-0.1534, -3.5157, 2.6252], [-0.5193, -3.5814, 3.5113], [0.5435, -2.2777, -0.9125], [2.9867, -2.5602, 0.3478], [2.1272, -1.9445, 1.4158], [-4.2135, 2.0523, 1.5339], [-0.7967, -0.6952, -3.6527], [0.2046, 0.2144, -2.8988], [-2.0801, -2.5366, -1.7179], [-2.1093, 2.2787, -1.6022], [1.0203, 3.9738, -0.6213], [3.0137, -1.9001, 1.0496], [0.2307, 3.5742, -1.8627], [0.4476, 3.2816, -0.9715], [-0.3545, 2.6075, 0.6058], [-0.4966, 2.1741, 1.4665], [1.1751, -3.0093, -0.8602], [0.2790, -0.2454, 0.7868], [-1.4520, 2.2765, 1.6344], [0.6391, -3.8066, -0.9137], [-3.2868, 2.2234, 1.3457], [1.4968, 0.1130, -1.4552], [2.8825, 1.8721, 1.5218], [1.9751, 0.4203, -2.2543], [0.7090, -0.8116, 2.5780], [2.1481, 1.4333, 1.9571], [-0.6081, -0.3069, -2.7911], [0.0514, -0.2132, -0.1586], [2.8839, 0.1473, -2.0989], [0.1774, -2.6034, 2.5552]], "atomic_forces_ev_per_a": [[0.0193, -0.0059, 0.0273], [-0.1520, -0.0709, 0.0200], [-0.0755, -0.1048, 0.1358], [0.0192, -0.0244, -0.0571], [-0.1145, 0.0456, 0.0932], [0.1680, -0.0219, 0.2094], [0.0099, 0.1031, 0.0080], [-0.0022, -0.1561, 0.0559], [0.0853, -0.0250, 0.2657], [0.0206, 0.1224, -0.0536], [0.0370, -0.0062, -0.0036], [0.0309, -0.0345, 0.1281], [-0.1827, 0.0486, -0.0468], [-0.0650, -0.1610, 0.0379], [0.0319, 0.0257, 0.1363], [0.1606, 0.1109, -0.0251], [0.2077, -0.3351, -0.0030], [0.0130, 0.0951, 0.0224], [-0.0451, -0.0220, -0.0380], [0.0008, -0.0300, -0.0382], [0.3213, 0.1214, -0.0033], [0.0750, -0.0757, -0.0137], [-0.0355, 0.2106, 0.0010], [-0.0980, -0.1046, 0.1841], [-0.1833, 0.3207, -0.3316], [0.0052, -0.0073, -0.2026], [-0.1654, -0.1500, -0.1604], [0.2317, -0.0334, 0.2264], [-0.0851, 0.0787, 0.0968], [0.0435, -0.1698, -0.4291], [0.1316, 0.1150, 0.0344], [0.0763, -0.1707, -0.0288], [-0.1545, -0.0114, 0.4019], [0.1052, 0.3376, -0.0907], [-0.0187, 0.2077, 0.0570], [-0.5882, 0.2160, -0.4767], [0.2830, -0.1081, -0.0667], [-0.0094, -0.0415, -0.1378], [-0.1018, -0.2887, 0.0652]], "nbo_charge": [0.46, 0.49, 0.50, 0.49, 0.51, 0.51, -0.98, 0.49, 0.52, -0.96, 0.46, 0.50, 0.49, 0.47, 0.49, 0.48, 0.52, -0.95, 0.47, 0.48, -0.96, 0.49, -0.96, 0.49, -1.02, -0.98, 0.50, 0.51, 0.48, -0.99, 0.51, 0.48, -1.00, -1.00, -0.98, -0.99, -1.00, 0.49, 0.49], "e_homo_ev": -10.4, "total_energy_ha": -993.74362, "relative_energy_kcal_mol": 18.58, "orbital_gap_ha": 0.3724}

***

{"formula": "H26O13", "method": "ωB97M-V/def2-TZVPD", "species": ["O", "O", "H", "H", "O", "H", "H", "H", "H", "H", "O", "O", "H", "H", "H", "H", "H", "H", "O", "H", "H", "O", "H", "H", "O", "O", "O", "H", "H", "H", "H", "O", "H", "O", "O", "H", "H", "H", "H"], "xyz": [[-3.7438, -0.2621, -1.6288], [2.8662, 1.7093, -0.6177], [-0.8202, -2.8406, -1.4855], [0.5989, 0.2954, 1.0347], [-0.3123, -0.5441, -3.3118], [0.0785, 0.1479, 3.1910], [0.7811, 2.6421, 1.4926], [1.7942, -1.2125, 4.9576], [-1.4043, 1.6823, 1.4470], [-0.4077, 1.5658, -1.1722], [0.9566, -2.1871, -1.7320], [-1.9364, -1.1795, 0.3395], [3.6207, 2.1728, -0.3819], [-1.7479, 1.4282, -0.7259], [-0.4852, 0.0240, -2.5164], [0.6788, 1.5041, 2.8729], [-2.0613, -3.8666, -1.2266], [-2.9298, 1.9120, 1.7806], [3.7963, -0.7443, -0.3162], [1.1624, -1.5592, -1.0387], [-0.9891, -0.3844, -3.9338], [-2.2352, 2.0233, 1.1275], [-1.8670, -1.9627, -0.2810], [-0.2568, -0.4244, 0.0474], [-1.2911, 1.4566, -1.5460], [0.5041, 2.8050, 0.5847], [-0.0697, 0.8801, 2.6300], [0.5828, -1.6608, -2.4468], [-4.4096, -0.4479, -1.0155], [-3.0259, -0.1885, -1.0385], [-1.8390, -1.6001, 1.1713], [1.3620, -0.8418, 4.2268], [1.3737, 2.6016, 0.1274], [0.6218, -0.0848, 0.1347], [-1.7747, -3.0126, -1.5976], [2.9072, 1.6268, -1.5736], [4.6625, -0.6472, -0.6307], [1.8949, -0.9156, 3.4376], [3.3645, 0.0894, -0.3860]], "atomic_forces_ev_per_a": [[-0.0016, 0.3901, -2.0569], [-2.1943, -0.7566, -0.6774], [0.5069, -0.6759, -0.2693], [0.0078, -0.1314, -0.6232], [1.4055, 0.3839, 1.6149], [0.1666, -1.4810, 1.4206], [-0.3770, 0.3777, -0.0820], [1.1119, -0.8706, 1.3425], [0.1867, -0.2252, 0.6307], [0.3288, 0.2394, -0.1817], [-0.1337, -1.0054, 0.3598], [0.1442, -0.3216, -1.2071], [2.4130, 1.5466, 0.7458], [-1.5278, 0.1755, 1.2995], [-0.5378, -0.2691, -1.0815], [-1.4861, -1.2420, -0.0667], [0.7445, 0.4633, -0.3092], [0.3104, -0.2288, 0.1263], [-1.0241, -1.8821, 0.9811], [0.3255, 0.2801, 0.3861], [-1.2958, 0.3346, -0.8035], [-0.7416, 0.4635, -0.7826], [-0.4783, 0.7356, -0.1673], [-1.4036, -0.5726, -0.1208], [1.3142, -0.1603, -1.0677], [1.8589, -0.0608, -0.3893], [1.3147, 2.6386, -0.4994], [-0.0967, 0.1534, -0.5441], [-2.0591, -0.5369, 1.1395], [1.7818, 0.1585, 0.7478], [0.0645, -0.3152, 1.5461], [-1.5100, 1.0870, -1.4106], [-1.4103, 0.1883, 0.2250], [1.4624, 0.4692, 0.4194], [-0.7181, -0.1513, 0.4162], [-0.2281, 0.0095, -0.3151], [1.8051, 0.1975, -0.7000], [0.5649, -0.3754, -0.0400], [-0.5942, 0.9699, -0.0057]], "nbo_charge": [-0.93, -0.93, 0.51, 0.49, -0.99, 0.51, 0.44, 0.49, 0.50, 0.48, -1.00, -1.00, 0.48, 0.49, 0.51, 0.47, 0.48, 0.48, -0.96, 0.49, 0.49, -0.97, 0.50, 0.49, -0.96, -0.94, -0.96, 0.50, 0.45, 0.47, 0.47, -0.97, 0.49, -1.02, -0.97, 0.50, 0.45, 0.49, 0.48], "e_homo_ev": -10.3, "total_energy_ha": -993.69244, "relative_energy_kcal_mol": 50.70, "orbital_gap_ha": 0.3677}

***

{"formula": "H26O13", "method": "ωB97M-V/def2-TZVPD", "species": ["H", "O", "H", "H", "H", "H", "H", "O", "O", "H", "H", "O", "H", "H", "H", "H", "H", "H", "H", "O", "H", "H", "H", "H", "H", "H", "O", "H", "H", "O", "H", "H", "O", "O", "O", "O", "H", "O", "O"], "xyz": [[4.1179, -2.1114, -2.0418], [2.3686, -0.4780, 1.8098], [-0.2679, 2.5833, -3.3709], [-0.1371, -1.3395, 3.1968], [2.8931, -2.0468, -1.0862], [-2.4317, 0.1574, 1.9210], [0.0599, 3.4735, -2.1619], [1.1002, -0.0266, -2.7304], [-3.0640, -0.0253, -1.0668], [-0.1832, 1.1137, 2.1798], [1.6326, 0.0051, 1.3754], [-0.2627, -2.1752, 2.7188], [-1.4760, -0.7643, -1.9635], [0.3752, 3.1148, 0.8326], [-3.6690, -0.3833, -0.3954], [-3.5287, -0.6452, 2.6222], [-0.2361, -1.9062, 1.7930], [1.8658, 2.7941, 1.0308], [-0.9583, 1.3268, 3.4801], [-0.3896, 2.6582, -2.4173], [2.0040, -2.0363, 0.9272], [-2.2106, 1.4476, -0.2552], [-0.2850, 0.6527, -0.1787], [1.7697, -0.7400, -2.7505], [0.3310, -0.7056, -0.5726], [-3.5970, 0.1367, -1.8572], [0.9828, 2.5798, 1.3556], [3.1266, 0.1092, 1.7206], [-1.0805, 2.4100, -0.6039], [-1.6932, 2.1831, 0.1192], [0.2614, -0.4939, -2.6010], [-0.7787, -1.8960, -2.7555], [2.1587, -2.8191, 0.3394], [-0.6227, 0.6288, 2.9044], [-3.1669, -0.4617, 1.7501], [0.0156, -0.1927, 0.1914], [2.3672, -3.5427, 0.9387], [-0.7003, -0.9644, -2.5234], [3.3087, -1.6205, -1.8744]], "atomic_forces_ev_per_a": [[-0.0771, -0.0353, 0.0480], [-0.3985, 0.5701, -0.1423], [0.1693, -0.2397, 0.1800], [-0.1002, -0.2024, -0.3103], [0.4726, 0.0640, -0.4402], [0.0188, -0.4578, 0.0054], [0.0076, -0.1113, -0.3016], [5.9217, 2.0257, -0.6910], [-0.2283, -0.1336, -0.4591], [-0.0781, -0.1790, 0.2894], [0.2119, -0.3086, 0.1325], [0.2151, -0.0638, 0.1688], [-0.0094, 0.0800, 0.1509], [-0.0427, -0.0789, 0.1360], [0.3810, 0.0165, 0.2204], [0.0567, -0.1011, -0.0630], [-0.1800, 0.1060, 0.0853], [-0.1333, -0.0590, 0.0468], [0.1659, -0.0618, 0.0046], [-0.0856, 0.4649, 0.1880], [0.4998, -0.5869, -0.2482], [-0.1270, 0.1782, 0.0447], [0.1927, -0.2660, 0.1882], [0.1044, 0.9006, 0.0485], [0.1407, 0.4612, 0.2042], [0.0049, 0.0743, 0.2102], [0.1818, 0.1517, -0.0768], [0.0435, -0.1974, -0.0414], [-0.6345, -0.0687, -0.0628], [0.5086, 0.0273, -0.1903], [2.6897, 1.7055, -0.3317], [0.0210, -0.0739, -0.0973], [-0.4084, 0.4870, 0.3715], [-0.2234, 0.5477, -0.1313], [-0.0724, 0.4373, -0.1301], [0.0953, -0.3008, -0.1366], [-0.0659, 0.0641, -0.0462], [-9.0725, -4.6063, 0.8404], [-0.1658, -0.2300, 0.3366]], "nbo_charge": [0.47, -0.97, 0.50, 0.49, 0.50, 0.50, 0.47, -1.05, -0.98, 0.51, 0.51, -0.97, 0.52, 0.48, 0.52, 0.48, 0.47, 0.48, 0.47, -0.96, 0.51, 0.50, 0.49, 0.47, 0.50, 0.49, -0.96, 0.48, 0.48, -0.99, 0.42, 0.50, -1.00, -0.98, -0.98, -1.00, 0.49, -0.87, -0.99], "e_homo_ev": -9.1, "total_energy_ha": -993.66193, "relative_energy_kcal_mol": 69.85, "orbital_gap_ha": 0.3359}

***

{"formula": "H26O13", "method": "ωB97M-V/def2-TZVPD", "species": ["H", "O", "H", "H", "O", "H", "H", "H", "H", "H", "O", "O", "H", "O", "H", "H", "H", "H", "H", "H", "O", "H", "O", "H", "H", "O", "O", "H", "O", "O", "H", "H", "O", "H", "O", "H", "H", "H", "H"], "xyz": [[2.1529, -3.1229, -3.6993], [4.2062, -2.1855, -1.0154], [5.0586, -2.5968, -0.8941], [-2.3141, 4.5336, -0.2768], [-0.6806, -0.1995, 0.6355], [1.5316, 3.0639, -2.3848], [-1.1257, -1.4078, 2.1446], [-0.8249, -0.2507, 3.0432], [1.6295, -4.1805, 2.8180], [-5.5916, 0.5489, -0.0519], [-1.7047, 3.8305, -0.6127], [1.8696, -2.3511, -3.1668], [0.0993, -4.2561, 2.1314], [-6.4384, 0.2705, -0.5656], [-3.3134, -0.5841, 0.5871], [-1.4956, 3.2935, 0.1602], [2.6219, 2.1227, -0.2688], [-1.2121, 0.5395, 0.3814], [-3.3613, -1.5583, -1.9296], [3.8483, -2.1784, -0.0914], [4.1775, -0.4820, 0.1468], [-2.5175, -0.7704, -0.6945], [3.5537, 2.1425, -0.0954], [0.5509, 3.4558, 2.3017], [1.8420, 3.8644, -1.0660], [0.6923, -4.5367, 2.8360], [2.1909, 3.3540, -1.7272], [2.0124, -2.6543, -2.2608], [-3.3310, -1.0046, -0.2063], [-4.2598, -1.5047, -2.0084], [4.9826, -0.4299, -0.3015], [-4.5789, -2.1774, -1.3651], [1.0379, 3.3291, 3.1231], [1.0305, 2.3976, 3.2185], [-1.5620, -0.7530, 2.6967], [-6.7486, 1.1776, -0.8311], [3.5732, 0.2982, -0.1078], [4.0135, 1.6431, -0.8838], [0.1235, -0.0465, -0.0023]], "atomic_forces_ev_per_a": [[-0.2417, 0.7369, 0.3709], [-0.6202, -3.6649, -0.7631], [0.4268, -0.6177, -0.2810], [0.7754, -0.9129, -0.4105], [3.9612, 0.4111, -3.1958], [0.0979, 0.7407, 0.7318], [-0.2341, 0.0577, 0.0149], [0.0678, 0.1570, 0.1556], [-2.1886, -0.3465, -0.6599], [-2.0273, -1.1501, -1.4006], [-0.5836, 0.7291, 0.4841], [0.0503, -0.8372, -0.3039], [0.8175, 0.3494, -0.1349], [1.7967, 2.5277, 1.1986], [0.6881, 1.7980, 3.9781], [-0.1595, 0.1736, -0.0188], [-0.4710, 0.1873, -0.7192], [-0.9205, 0.7936, 0.0800], [2.9059, -0.5051, -0.3189], [0.5039, 0.1719, -1.5464], [-3.5686, 4.4084, 3.2553], [-0.5370, 0.0294, 1.0219], [2.5715, -1.9843, -1.0098], [0.0709, 0.2790, 0.0763], [-1.8189, 2.1736, 2.1382], [1.3714, -0.0117, 0.7854], [0.9025, -2.3735, -3.6500], [0.2483, 0.1727, -0.1084], [1.5640, -0.7370, -0.9214], [-4.9584, -1.8128, -2.8294], [1.4925, 0.3956, -1.2239], [0.2365, 1.0228, -0.8639], [-0.2443, 1.2372, -0.4721], [0.1887, -1.4994, 0.4009], [-0.6965, -0.5274, 1.2204], [0.1281, -1.4021, 0.1761], [1.9469, -1.6426, 1.1320], [-1.5561, 2.1719, 1.9831], [-1.9866, -0.6991, 1.6285]], "nbo_charge": [0.47, -0.95, 0.46, 0.48, -0.94, 0.48, 0.48, 0.46, 0.49, 0.46, -0.94, -0.94, 0.48, -0.92, 0.47, 0.46, 0.47, 0.47, 0.43, 0.49, -0.97, 0.46, -0.92, 0.45, 0.47, -0.97, -0.95, 0.47, -0.93, -0.90, 0.47, 0.47, -0.92, 0.46, -0.93, 0.46, 0.48, 0.47, 0.47], "e_homo_ev": -9.6, "total_energy_ha": -993.48125, "relative_energy_kcal_mol": 183.22, "orbital_gap_ha": 0.3212}